87
Properties=species:S:1:pos:R:3 method="wB97M-V/def2-TZVPD" spin_multiplicity=2 s_squared=1.138 lumo_ha="0.075 / 0.065" homo_lumo_gap_ha="0.1941 / 0.1804" charge=-1
V -1.485 -1.090 0.934
Te 1.682 1.467 1.766
C 3.194 2.729 1.031
C 3.638 2.654 -0.281
C 4.638 3.519 -0.696
N 5.219 4.429 0.082
C 4.781 4.490 1.336
C 3.783 3.682 1.854
C 1.023 0.807 -0.095
P 0.815 -1.013 -0.033
C 2.358 -1.728 0.644
C 3.599 -1.243 0.237
C 4.763 -1.780 0.749
C 4.704 -2.821 1.671
C 3.474 -3.317 2.069
C 2.302 -2.771 1.557
C 0.997 -1.586 -1.766
C 0.563 -2.862 -2.112
C 0.727 -3.320 -3.408
C 1.322 -2.508 -4.367
C 1.758 -1.238 -4.021
C 1.593 -0.779 -2.724
P -0.764 1.235 -0.355
C -0.950 1.375 -2.186
C -1.523 0.312 -2.871
C -1.632 0.328 -4.254
C -1.172 1.419 -4.973
C -0.612 2.497 -4.297
C -0.508 2.475 -2.918
C -0.930 2.963 0.176
C 0.100 3.895 0.082
C -0.084 5.188 0.537
C -1.298 5.566 1.098
C -2.330 4.646 1.197
C -2.141 3.350 0.737
H 3.178 1.955 -0.968
H 4.990 3.475 -1.720
H 5.245 5.238 1.969
H 3.469 3.814 2.882
H 3.644 -0.429 -0.476
H 5.720 -1.387 0.434
H 5.616 -3.243 2.070
H 3.419 -4.132 2.778
H 1.337 -3.161 1.864
H 0.079 -3.490 -1.372
H 0.375 -4.309 -3.674
H 1.437 -2.863 -5.381
H 2.211 -0.596 -4.765
H 1.896 0.223 -2.442
H -1.878 -0.562 -2.327
H -2.065 -0.522 -4.759
H -1.249 1.434 -6.053
H -0.260 3.362 -4.844
H -0.074 3.331 -2.416
H 1.054 3.596 -0.335
H 0.728 5.898 0.468
H -1.434 6.574 1.465
H -3.277 4.923 1.638
H -2.944 2.632 0.826
N -0.532 -0.349 5.045
C -0.086 -0.827 3.886
N -0.946 -0.506 2.925
C -1.954 0.155 3.593
N -1.728 0.280 4.891
C -3.101 0.564 2.808
C -4.028 1.511 3.204
N -5.011 1.928 2.413
C -5.037 1.337 1.179
C -4.135 0.403 0.754
N -3.112 -0.014 1.564
H -0.095 -0.415 5.950
H 0.837 -1.363 3.758
H -3.952 1.934 4.198
H -5.822 1.641 0.495
H -4.202 -0.069 -0.218
C -3.201 -4.973 -1.204
C -2.592 -4.004 -0.232
S -2.612 -2.316 -0.723
C -2.046 -4.381 0.939
C -2.008 -5.821 1.382
S -1.387 -3.178 2.032
H -4.060 -4.526 -1.705
H -3.529 -5.886 -0.713
H -2.491 -5.257 -1.987
H -3.010 -6.240 1.473
H -1.524 -5.914 2.354
H -1.459 -6.446 0.676

***

64
Properties=species:S:1:pos:R:3 method="wB97M-V/def2-TZVPD" spin_multiplicity=5 s_squared=6.010 e_above_lowest_kcal_mol=28.5 lumo_ha="0.003 / 0.004" homo_lumo_gap_ha="0.2964 / 0.2991" charge=0
O 3.435 2.025 -2.338
C 3.077 3.336 -2.874
C 3.201 2.823 -4.318
H 3.874 4.004 -2.508
H 2.131 3.608 -2.362
C 3.604 1.417 -3.661
H 3.906 3.345 -4.984
H 2.244 2.744 -4.815
C 5.108 1.077 -3.501
H 5.667 1.965 -3.140
H 5.670 0.681 -4.354
H 5.060 0.288 -2.726
C 2.688 0.115 -3.910
H 1.600 0.338 -4.088
H 2.778 -0.576 -3.031
H 2.949 -0.537 -4.803
Pm 0.511 0.245 0.711
C -1.578 0.124 -1.056
C -1.980 1.035 -0.034
C -1.202 2.208 -0.144
H -2.814 0.885 0.643
C -0.367 2.077 -1.293
C -0.568 0.759 -1.827
H -0.080 0.308 -2.693
H -2.041 -0.837 -1.266
H -1.234 3.050 0.545
H 0.227 2.885 -1.724
C 0.445 -2.426 1.018
C 0.546 -2.254 -0.390
C 1.834 -1.702 -0.676
H -0.234 -2.532 -1.100
C 2.511 -1.489 0.565
C 1.669 -1.979 1.615
H 1.933 -2.036 2.677
H -0.392 -2.909 1.502
H 2.233 -1.576 -1.682
H 3.447 -0.959 0.725
O 4.175 2.174 1.254
C 5.578 2.519 1.030
C 6.112 3.566 2.066
H 5.602 2.856 -0.025
H 6.331 1.695 1.173
C 4.924 3.728 3.046
H 6.446 4.503 1.584
H 6.993 3.110 2.531
C 3.800 2.830 2.498
H 4.589 4.768 3.093
H 5.294 3.467 4.044
H 2.926 3.439 2.267
H 3.547 2.013 3.191
Br -3.508 -2.004 1.271
C -3.958 -0.970 2.816
C -5.276 -0.558 3.077
C -5.571 0.139 4.266
C -4.563 0.330 5.194
C -3.225 0.025 4.883
C -2.886 -0.448 3.606
C -1.434 -0.603 3.182
O -0.819 -1.564 3.648
O -0.917 0.234 2.298
H -6.022 -0.655 2.292
H -6.575 0.486 4.483
H -4.799 0.820 6.132
H -2.431 0.276 5.591

***

77
Properties=species:S:1:pos:R:3 method="wB97M-V/def2-TZVPD" spin_multiplicity=2 s_squared=0.765 lumo_ha="-0.040 / -0.046" homo_lumo_gap_ha="0.2079 / 0.2181" charge=0
Ru -1.041 0.111 0.443
Br 3.620 -5.226 3.837
C 2.651 -4.281 2.524
C 2.079 -4.959 1.459
C 1.401 -4.242 0.486
C 1.293 -2.866 0.568
O 0.643 -2.166 -0.413
C 1.789 -2.178 1.684
C 1.566 -0.766 2.020
N 0.649 0.002 1.549
C 0.432 1.264 2.220
C 0.517 1.430 3.580
C 0.156 2.667 4.162
C -0.279 3.712 3.395
C -0.384 3.571 1.987
C -0.828 4.595 1.117
C -0.912 4.358 -0.227
C -0.590 3.077 -0.712
N -0.180 2.099 0.067
C -0.044 2.340 1.403
C 2.497 -2.913 2.642
H 2.164 -6.033 1.385
H 0.948 -4.756 -0.351
H 2.217 -0.393 2.807
H 0.824 0.610 4.215
H 0.219 2.771 5.237
H -0.561 4.652 3.850
H -1.113 5.554 1.530
H -1.270 5.110 -0.915
H -0.721 2.840 -1.762
H 2.905 -2.403 3.504
O -4.742 3.376 -4.430
C -4.713 3.632 -3.219
O -4.941 4.684 -2.594
C -4.066 2.534 -2.343
C -4.252 2.514 -0.967
C -3.557 1.609 -0.191
N -2.652 0.756 -0.701
C -2.510 0.737 -2.040
C -3.214 1.578 -2.880
C -1.439 -0.168 -2.588
O -1.358 -0.385 -3.785
O -0.617 -0.641 -1.687
H -4.899 3.257 -0.520
H -3.659 1.601 0.885
H -3.070 1.532 -3.951
Cl -5.022 0.439 3.177
C -4.135 -0.730 2.260
C -4.778 -1.695 1.519
C -4.007 -2.607 0.797
C -2.636 -2.480 0.831
N -2.008 -1.544 1.558
C -2.740 -0.677 2.269
H -5.859 -1.738 1.505
H -4.474 -3.380 0.204
H -1.993 -3.120 0.239
H -2.221 0.014 2.925
C 2.588 -2.969 -2.060
P 1.065 -1.960 -1.956
C -0.003 -2.852 -3.088
C 1.816 -0.361 -2.286
C 2.679 0.149 -1.322
C 3.292 1.375 -1.527
C 3.062 2.078 -2.700
C 2.214 1.557 -3.667
C 1.581 0.341 -3.463
H 3.333 -2.671 -1.323
H 3.005 -2.763 -3.050
H 2.407 -4.039 -1.980
H -0.174 -2.252 -3.980
H -0.972 -2.971 -2.609
H 0.442 -3.814 -3.333
H 2.860 -0.389 -0.399
H 3.947 1.780 -0.767
H 3.541 3.035 -2.859
H 2.025 2.107 -4.579
H 0.871 -0.034 -4.189

***

14
Properties=species:S:1:pos:R:3 method="wB97M-V/def2-TZVPD" e_above_lowest_kcal_mol=191.3 lumo_ha="0.005 / -0.003" homo_lumo_gap_ha="0.3077 / 0.2971" charge=0
C -1.222 1.624 -2.200
C -0.723 0.679 -2.699
C -0.133 -2.310 0.237
C 0.000 -1.002 0.286
C 0.997 1.719 0.800
N 1.348 -0.588 0.237
O 1.709 0.635 0.469
H -1.253 2.565 -1.720
H -0.553 -0.198 -3.249
H -1.173 -2.592 0.216
H 0.778 -2.898 0.419
H -0.874 -0.466 0.046
H 1.522 2.491 1.284
H -0.031 1.518 0.994

***

102
Properties=species:S:1:pos:R:3 method="wB97M-V/def2-TZVPD" e_above_lowest_kcal_mol=33.5 lumo_ha=-0.021 homo_lumo_gap_ha=0.3330 charge=0
O 11.270 12.238 10.267
N 11.734 11.248 10.735
O 11.720 10.150 10.164
C 12.361 11.240 12.118
C 12.001 10.131 12.843
C 12.470 10.162 14.174
C 13.237 11.228 14.592
C 13.606 12.294 13.772
C 13.103 12.347 12.497
H 11.304 9.433 12.532
H 12.171 9.412 14.862
H 13.373 11.275 15.636
H 14.186 13.042 14.319
H 13.241 13.185 11.813
O 13.455 18.007 16.532
N 13.224 17.781 17.690
O 13.012 16.690 18.193
C 13.012 18.937 18.564
C 13.692 20.111 18.313
C 13.313 21.165 19.103
C 12.386 21.076 20.145
C 11.754 19.888 20.406
C 12.141 18.789 19.589
H 14.340 20.222 17.447
H 13.847 22.146 19.017
H 12.164 21.995 20.676
H 10.940 19.790 21.134
H 11.597 17.855 19.725
O 10.406 9.267 16.681
N 9.346 9.880 16.675
O 8.643 10.052 15.702
C 8.860 10.317 18.028
C 9.755 10.178 19.023
C 9.323 10.419 20.318
C 8.126 11.038 20.495
C 7.253 11.341 19.438
C 7.607 10.938 18.157
H 10.773 9.945 18.806
H 9.998 10.231 21.077
H 7.807 11.285 21.500
H 6.289 11.790 19.538
H 6.920 11.177 17.353
O 18.263 17.981 18.930
N 17.589 17.057 19.223
O 17.653 15.976 18.668
C 16.528 17.220 20.197
C 16.704 18.261 21.137
C 15.707 18.564 22.009
C 14.530 17.798 21.923
C 14.371 16.742 21.052
C 15.361 16.477 20.129
H 17.670 18.794 21.307
H 15.854 19.325 22.731
H 13.668 18.002 22.525
H 13.427 16.140 20.931
H 15.245 15.639 19.481
O 5.756 12.630 15.942
N 6.863 13.135 15.647
O 7.306 14.077 16.254
C 7.521 12.718 14.445
C 8.757 13.189 14.188
C 9.333 12.791 12.957
C 8.625 11.954 12.107
C 7.373 11.458 12.444
C 6.808 11.867 13.607
H 9.286 13.809 14.912
H 10.365 13.116 12.630
H 9.125 11.698 11.176
H 6.788 10.813 11.841
H 5.805 11.625 13.949
Br 6.590 16.104 13.562
C 7.318 17.404 14.872
C 8.824 17.184 14.684
Br 9.945 17.785 16.111
H 7.014 17.130 15.875
H 7.012 18.480 14.741
H 9.214 17.678 13.785
H 9.126 16.148 14.640
Br 17.615 11.299 15.188
C 17.983 11.446 17.158
C 17.474 12.744 17.800
Br 15.513 12.471 18.188
H 19.073 11.288 17.214
H 17.489 10.562 17.551
H 17.591 13.653 17.260
H 17.886 12.692 18.784
Br 8.775 12.889 23.690
C 10.393 13.855 23.833
C 10.198 15.309 24.281
Br 11.951 16.180 24.288
H 10.860 13.809 22.820
H 11.026 13.285 24.526
H 9.785 15.491 25.265
H 9.648 15.822 23.518
Br 11.521 13.109 17.243
C 10.193 14.250 18.140
C 10.813 14.699 19.458
Br 9.671 16.101 20.352
H 9.265 13.739 18.337
H 9.954 15.126 17.510
H 11.801 15.151 19.329
H 10.786 13.927 20.228

***

64
Properties=species:S:1:pos:R:3 method="wB97M-V/def2-TZVPD" e_above_lowest_kcal_mol=53.7 lumo_ha=0.013 homo_lumo_gap_ha=0.3143 charge=0
C -4.458 1.435 0.498
C -3.788 2.471 -0.492
C -3.092 1.762 -1.722
N -1.643 1.586 -1.650
C -1.101 0.492 -0.887
C -1.919 -0.846 -0.964
S -1.339 -2.258 0.046
C -2.756 -3.058 0.908
C -2.152 -3.675 2.246
C -0.819 0.678 0.691
P -0.608 2.372 1.505
O -2.153 2.628 2.223
Br -0.364 4.069 0.036
O 0.454 0.106 1.050
C 1.311 -0.155 -0.048
C 2.590 0.817 -0.046
O 2.467 1.825 0.958
C 3.230 2.996 0.614
C 3.876 3.523 1.956
C 1.944 -1.563 -0.133
C 2.477 -1.939 1.317
C 3.628 -3.017 1.222
O 1.439 -2.527 2.124
C 0.458 0.471 -1.245
C 0.928 0.331 -2.713
Br 1.426 2.042 -3.612
C 1.026 -0.777 -3.506
C 0.633 -2.179 -2.983
Br 1.622 -0.662 -5.380
H -5.115 0.704 -0.027
H -5.053 2.029 1.239
H -3.670 0.909 1.084
H -4.655 3.040 -0.935
H -3.161 3.235 0.013
H -3.271 2.464 -2.585
H -3.714 0.863 -1.964
H -1.293 1.670 -2.599
H -2.993 -0.685 -0.668
H -1.983 -1.140 -2.052
H -3.139 -3.885 0.265
H -3.589 -2.356 1.139
H -2.605 -4.673 2.465
H -1.057 -3.830 2.051
H -2.294 -2.974 3.098
H -1.644 0.233 1.311
H -1.983 2.860 3.143
H 2.744 1.326 -1.029
H 3.545 0.249 0.156
H 4.084 2.691 -0.041
H 2.551 3.751 0.157
H 4.320 2.688 2.554
H 4.712 4.210 1.664
H 3.114 4.091 2.546
H 1.282 -2.409 -0.418
H 2.845 -1.568 -0.790
H 2.852 -1.043 1.875
H 3.208 -3.952 0.777
H 4.045 -3.280 2.228
H 4.483 -2.693 0.583
H 1.790 -3.298 2.580
H 0.678 1.562 -1.041
H 0.488 -2.817 -3.900
H -0.328 -2.245 -2.434
H 1.487 -2.678 -2.458

***

62
Properties=species:S:1:pos:R:3 method="wB97M-V/def2-TZVPD" e_above_lowest_kcal_mol=0.0 lumo_ha=0.086 homo_lumo_gap_ha=0.2208 charge=-1
Sr -6.966 16.238 8.416
C -4.141 18.844 12.672
C -4.371 18.951 11.199
C -3.901 20.053 10.437
C -4.059 20.082 9.052
C -4.852 19.070 8.495
Br -5.514 19.131 6.742
N -5.277 18.057 9.215
C -5.024 17.972 10.506
H -3.128 18.464 12.894
H -4.883 18.118 13.058
H -4.344 19.787 13.185
H -3.411 20.847 10.987
H -3.750 20.900 8.412
H -5.431 17.060 10.926
Cl -10.705 11.376 8.109
C -9.544 12.357 8.907
C -9.970 13.112 9.991
C -9.048 13.926 10.627
C -7.709 14.030 10.157
C -6.841 15.002 10.742
C -7.342 13.256 9.020
C -8.260 12.429 8.421
H -11.000 13.049 10.300
H -9.270 14.483 11.524
H -5.795 14.766 10.695
H -7.078 15.311 11.777
H -6.314 13.324 8.616
H -8.038 11.837 7.545
Te -8.726 18.812 9.067
C -10.619 18.184 9.802
C -11.730 18.965 9.538
C -12.967 18.651 10.057
C -13.127 17.517 10.859
C -12.014 16.722 11.081
C -10.762 17.004 10.533
H -11.595 19.867 8.924
H -13.829 19.235 9.771
H -14.080 17.241 11.231
H -12.081 15.827 11.630
H -9.995 16.324 10.726
C -2.109 15.536 5.272
C -2.312 15.831 6.752
C -1.411 16.969 7.179
O -3.677 16.223 6.921
B -4.469 15.119 7.289
O -3.589 14.098 7.612
C -2.176 14.586 7.629
C -1.677 14.812 9.093
C -1.271 13.465 7.143
H -2.470 16.425 4.708
H -2.669 14.654 4.961
H -1.073 15.317 4.974
H -1.410 17.747 6.407
H -0.392 16.602 7.296
H -1.736 17.444 8.097
H -2.378 15.410 9.660
H -0.667 15.272 9.016
H -1.560 13.886 9.638
H -1.630 13.088 6.143
H -1.272 12.657 7.886
H -0.245 13.808 7.070

***

18
Properties=species:S:1:pos:R:3 method="wB97M-V/def2-TZVPD" e_above_lowest_kcal_mol=0.0 lumo_ha=-0.025 homo_lumo_gap_ha=0.3536 charge=0
C -2.976 -0.707 -0.299
C -1.769 -0.626 0.325
C -0.915 0.663 0.193
C 0.435 0.513 -0.465
F 0.190 0.677 -1.851
C 1.638 1.287 0.101
O 1.897 2.433 0.128
C 2.386 -0.002 0.577
F 2.192 -0.183 1.897
F 3.696 -0.031 0.142
C 1.255 -0.801 -0.260
F 0.648 -1.725 0.541
F 1.707 -1.366 -1.393
H -3.682 -1.515 -0.351
H -3.185 0.083 -1.000
H -1.296 -1.327 1.008
H -1.431 1.343 -0.489
H -0.790 1.285 1.195

***

- What is the charge in the fourth record?
  0

***

- What is the charge in the sixth record?
  0

***

- Look up the charge of the eighth one.
  0